No. 1
The following is a quantum chemistry calculation of an isolated molecule of C5H7NO, from OMol25.

Output
E_LUMO (Eh): 0.027
HOMO energy (eV): -8.4975
Electronic energy (a.u.): -324.6720
Frontier orbital gap (eV): 9.221
Energy above the lowest of the compared OMol25 structures with the same formula, charge and spin (kcal/mol): 32.9
Molar mass (g/mol): 97.12

Each line ends with the natural charge from an NBO analysis.
Geometry (Å):
1 C -1.738 0.614 -0.081  -0.6219
2 C -0.355 0.307 -0.573  -0.0430
3 C 0.620 1.102 -0.126  -0.0160
4 N 1.708 0.390 0.462  -0.6513
5 C 1.440 -0.990 0.249  0.6980
6 O 2.072 -1.894 0.734  -0.5458
7 C 0.194 -1.090 -0.640  -0.5595
8 H -2.564 0.034 -0.490  0.2150
9 H -1.950 1.687 -0.098  0.2246
10 H -1.649 0.348 0.984  0.2073
11 H 0.551 2.171 0.036  0.2030
12 H 1.652 0.579 1.468  0.3923
13 H -0.484 -1.865 -0.274  0.2411
14 H 0.504 -1.392 -1.651  0.2561

=====

No. 2
The following is a quantum chemistry calculation of an isolated molecule of C5H7NO, from OMol25.

Output
E_LUMO (Eh): 0.034
HOMO energy (eV): -7.9241
Electronic energy (a.u.): -324.6809
Frontier orbital gap (eV): 8.848
Energy above the lowest of the compared OMol25 structures with the same formula, charge and spin (kcal/mol): 27.3
Molar mass (g/mol): 97.12

Each line ends with the natural charge from an NBO analysis.
Geometry (Å):
1 C -1.651 0.327 0.461  -0.6356
2 C -0.394 -0.364 0.079  -0.1482
3 C -0.254 -1.659 -0.262  0.1158
4 O 0.940 -1.879 -0.834  -0.4112
5 C 1.613 -0.663 -0.828  -0.0184
6 C 0.860 0.281 -0.186  0.0912
7 N 1.084 1.559 0.333  -0.8180
8 H -2.477 -0.373 0.333  0.2269
9 H -1.818 1.171 -0.222  0.2157
10 H -1.662 0.705 1.486  0.2108
11 H -0.928 -2.481 -0.035  0.1975
12 H 2.663 -0.821 -0.974  0.2000
13 H 0.252 2.008 0.700  0.3830
14 H 1.771 2.189 -0.050  0.3904

=====

No. 3
The following is a quantum chemistry calculation of C5H7NO as an isolated structure, from OMol25.

Output
E_LUMO (Eh): 0.020
HOMO energy (eV): -8.4213
Electronic energy (a.u.): -324.5339
Frontier orbital gap (eV): 8.965
Energy above the lowest of the compared OMol25 structures with the same formula, charge and spin (kcal/mol): 119.6
Molar mass (g/mol): 97.12

Each line ends with the natural charge from an NBO analysis.
Geometry (Å):
1 O 1.680 -0.967 -0.951  -0.7073
2 C 1.180 -0.254 0.158  -0.0175
3 C 0.734 1.207 -0.132  -0.0415
4 C -0.725 1.023 -0.309  -0.1667
5 C -1.117 -0.448 -0.512  -0.4215
6 C -0.188 -0.672 0.682  -0.0721
7 N -0.595 0.705 1.155  -0.4962
8 H 1.620 -0.402 -1.731  0.4727
9 H 1.940 -0.278 0.949  0.1747
10 H 0.048 1.262 1.728  0.4056
11 H -1.353 1.863 -0.602  0.2162
12 H -0.838 -0.931 -1.451  0.2212
13 H -2.166 -0.625 -0.264  0.2223
14 H -0.316 -1.513 1.365  0.2101

=====

No. 4
The following is a quantum chemistry calculation of an isolated molecule of C5H7NO, from OMol25.

Output
E_LUMO (Eh): 0.033
HOMO energy (eV): -8.6242
Electronic energy (a.u.): -324.7160
Frontier orbital gap (eV): 9.523
Energy above the lowest of the compared OMol25 structures with the same formula, charge and spin (kcal/mol): 5.3
Molar mass (g/mol): 97.12

Each line ends with the natural charge from an NBO analysis.
Geometry (Å):
1 C -1.883 0.234 0.083  -0.5948
2 C -0.427 0.223 -0.349  -0.3523
3 C 0.597 1.066 0.374  -0.2604
4 C 1.750 0.393 0.394  -0.0128
5 N 1.583 -0.896 -0.138  -0.6332
6 C 0.249 -1.147 -0.407  0.6886
7 O -0.238 -2.225 -0.670  -0.5860
8 H -2.268 1.259 0.074  0.2103
9 H -2.023 -0.183 1.084  0.2149
10 H -2.475 -0.361 -0.619  0.2278
11 H -0.393 0.535 -1.408  0.2411
12 H 0.430 2.064 0.757  0.2241
13 H 2.717 0.692 0.781  0.2164
14 H 2.313 -1.539 -0.387  0.4163

=====

- Which value of energy above the lowest of the compared OMol25 structures with the same formula, charge and spin does entry 1 give?
  32.9 kcal/mol

=====

Repeat the first record exactly.
The following is a quantum chemistry calculation of an isolated molecule of C5H7NO, from OMol25.

Output
E_LUMO (Eh): 0.027
HOMO energy (eV): -8.4975
Electronic energy (a.u.): -324.6720
Frontier orbital gap (eV): 9.221
Energy above the lowest of the compared OMol25 structures with the same formula, charge and spin (kcal/mol): 32.9
Molar mass (g/mol): 97.12

Each line ends with the natural charge from an NBO analysis.
Geometry (Å):
1 C -1.738 0.614 -0.081  -0.6219
2 C -0.355 0.307 -0.573  -0.0430
3 C 0.620 1.102 -0.126  -0.0160
4 N 1.708 0.390 0.462  -0.6513
5 C 1.440 -0.990 0.249  0.6980
6 O 2.072 -1.894 0.734  -0.5458
7 C 0.194 -1.090 -0.640  -0.5595
8 H -2.564 0.034 -0.490  0.2150
9 H -1.950 1.687 -0.098  0.2246
10 H -1.649 0.348 0.984  0.2073
11 H 0.551 2.171 0.036  0.2030
12 H 1.652 0.579 1.468  0.3923
13 H -0.484 -1.865 -0.274  0.2411
14 H 0.504 -1.392 -1.651  0.2561